This record from the OMol25 dataset describes C6H38NO13 as an isolated structure in a non-equilibrium geometry. The level of theory is ωB97M-V/def2-TZVPD.

ORCA input file:
```
! RIJCOSX wB97M-V def2-TZVPD def2/J DEFGRID3
* xyz -1 1
C 1.029 0.192 -0.108
O 0.783 1.530 0.226
C 1.528 -0.544 1.145
C 0.767 -1.847 1.533
C 1.390 -2.458 2.754
C 0.382 -2.767 0.375
C -0.261 -4.131 0.725
N 2.898 -1.140 1.011
H 1.687 0.398 -0.946
H 0.037 -0.243 -0.287
H 1.299 0.136 1.872
H -0.222 -1.456 1.906
H 0.805 -2.295 3.717
H 2.349 -2.143 2.988
H 1.419 -3.481 2.719
H -0.297 -2.233 -0.383
H 1.372 -2.771 -0.212
H -0.897 -3.899 1.625
H -0.903 -4.433 -0.139
H 0.359 -4.997 1.027
H 3.692 -0.796 0.563
H 3.002 -2.174 1.133
H 1.630 2.329 2.399
H 2.652 1.912 1.472
O 2.575 2.347 2.359
H 4.085 1.692 -0.236
H 3.672 2.574 -1.429
O 4.448 2.248 -0.962
H -0.339 2.142 -0.542
H -0.950 3.357 -1.284
O -1.280 2.590 -0.967
H -4.149 -0.945 0.822
H -3.032 -1.383 1.855
O -3.807 -1.594 1.400
H -1.157 -0.351 1.733
H -0.973 1.096 1.189
O -1.697 0.424 1.372
H 3.034 -3.147 -1.690
H 2.430 -1.923 -2.256
O 3.061 -2.597 -2.346
H 1.261 2.322 -0.630
H 1.615 3.844 -0.999
O 1.958 3.025 -1.366
H -1.057 0.498 4.241
H -1.227 -0.926 4.724
O -1.274 -0.377 3.883
H -1.432 1.590 -2.185
H -2.008 2.284 -3.445
O -1.858 1.373 -3.114
H -4.233 0.970 -0.713
H -4.454 -0.324 -1.581
O -4.795 0.115 -0.728
H -0.960 -0.192 -4.045
H -0.868 -1.518 -4.608
O -0.546 -0.605 -4.770
H -3.206 1.768 -1.823
H -3.254 3.046 -0.838
O -3.830 2.393 -1.404
*
```

Results
ΔE to the lowest compared entry with this formula, charge and spin (kJ/mol): 631.9
HOMO energy (eV): -6.360
Total energy (Eh): -1284.1972

***

This record from the OMol25 dataset describes a 14-piece molecular cluster, C6H38O14 overall in a non-equilibrium geometry. The level of theory is ωB97M-V/def2-TZVPD.

ORCA input file:
```
! RIJCOSX wB97M-V def2-TZVPD def2/J DEFGRID3
* xyz 0 1
O -1.408 -2.065 0.010
C -0.373 -1.502 -0.180
C 0.134 -0.294 0.523
C 1.556 0.245 0.271
C 1.767 0.754 -1.130
C 3.420 0.933 -1.363
C 1.146 2.169 -1.269
H 0.282 -1.777 -1.034
H 0.294 -0.586 1.714
H -0.678 0.382 0.517
H 1.649 1.096 1.027
H 2.417 -0.326 0.654
H 1.412 0.121 -1.933
H 3.922 1.107 -0.364
H 3.429 1.875 -2.010
H 3.859 0.018 -1.938
H 0.321 2.407 -0.575
H 1.985 2.795 -1.152
H 0.779 2.328 -2.333
H -3.214 3.166 -1.025
H -4.029 1.937 -1.249
O -3.739 2.486 -0.552
H -1.436 2.922 0.725
H -1.583 4.438 0.878
O -1.243 3.783 0.378
H -0.139 -1.346 -3.756
H -0.034 0.105 -4.168
O -0.667 -0.585 -3.796
H -2.037 0.548 -2.993
H -3.173 1.037 -3.950
O -2.904 0.991 -3.017
H 2.894 -3.466 1.640
H 1.630 -4.352 1.571
O 2.393 -4.129 1.088
H 2.107 -1.287 3.182
H 0.840 -2.086 2.687
O 1.798 -2.095 2.764
H 2.124 1.237 4.398
H 1.608 2.105 3.188
O 1.953 1.247 3.494
H -3.036 -2.427 1.176
H -2.044 -3.356 1.863
O -2.991 -3.164 1.865
H -1.768 1.676 2.823
H -1.601 3.013 3.730
O -1.365 2.539 2.950
H -2.452 0.077 1.341
H -3.521 1.219 1.091
O -2.870 0.752 1.636
H 2.436 -4.219 -1.302
H 0.930 -4.642 -1.451
O 1.728 -4.500 -1.970
H 0.900 -3.486 -3.600
H 2.180 -2.463 -3.465
O 1.293 -2.567 -3.768
H 0.720 4.353 2.076
H 0.603 4.454 0.709
O 1.213 4.504 1.444
*
```

Results
ΔE to the lowest compared entry with this formula, charge and spin (kJ/mol): 367.6
HOMO energy (eV): -10.227
Total energy (Eh): -1304.6278

***

This record from the OMol25 dataset describes a 12-piece molecular cluster, C6H39N2O11 overall in a non-equilibrium geometry. The level of theory is ωB97M-V/def2-TZVPD.

ORCA input file:
```
! RIJCOSX wB97M-V def2-TZVPD def2/J DEFGRID3
* xyz 2 2
N -0.786 0.487 1.363
C -0.296 -0.188 0.046
C 1.154 -0.709 0.160
N 2.163 -0.062 -0.678
C 2.079 -0.534 -2.045
C 3.887 -0.946 0.904
C 3.547 -0.031 -0.279
C 3.933 1.419 0.130
H -1.764 0.819 1.122
H -0.713 0.025 2.248
H -0.325 1.368 1.376
H -0.382 0.535 -0.768
H -1.087 -1.058 -0.103
H 1.595 -0.416 1.255
H 1.323 -1.833 0.072
H 0.982 -0.697 -2.280
H 2.451 0.263 -2.782
H 2.538 -1.510 -2.056
H 4.289 -0.329 1.769
H 2.977 -1.475 1.299
H 4.645 -1.718 0.549
H 4.295 -0.146 -1.122
H 3.364 1.868 0.945
H 3.713 2.205 -0.571
H 4.950 1.478 0.267
H -0.706 -3.996 0.859
H -1.383 -3.309 -0.355
O -1.488 -3.608 0.571
H 0.663 1.532 4.507
H 0.623 2.438 3.196
O 0.309 1.689 3.651
H -3.211 -2.876 2.559
H -1.709 -2.505 2.212
O -2.436 -2.316 2.779
H -0.842 -3.111 -2.722
H -1.333 -1.898 -2.374
O -1.004 -2.731 -1.928
H -1.058 2.098 -3.468
H -2.382 1.287 -3.116
O -2.056 2.196 -3.194
H 1.057 2.559 -3.077
H 0.875 1.925 -4.492
O 0.749 1.854 -3.666
H 0.502 -1.615 4.728
H -0.476 -1.964 3.650
O 0.313 -1.454 3.826
H 1.454 2.507 0.511
H 0.397 3.781 0.445
O 0.876 3.154 0.955
H -1.776 2.364 -1.593
H -2.306 2.799 -0.121
O -1.480 2.662 -0.623
H -4.430 -0.421 1.060
H -3.338 -1.468 0.584
O -3.713 -0.644 0.413
H -3.712 -0.362 -3.065
H -3.277 0.036 -1.579
O -2.814 -0.330 -2.515
*
```

Results
HOMO energy (spin up / spin down) (eV): -16.572 / -16.572
Total energy (Eh): -1188.4309
Expectation value of S²: 0.754

***

This record from the OMol25 dataset describes a 13-piece molecular cluster, C6H39NO13 overall in a non-equilibrium geometry. The level of theory is ωB97M-V/def2-TZVPD.

ORCA input file:
```
! RIJCOSX wB97M-V def2-TZVPD def2/J DEFGRID3
* xyz 0 1
C 1.662 -3.237 0.943
C 0.954 -3.555 -0.423
C 0.097 -2.304 -0.710
O -0.699 -2.504 -1.898
C 0.753 -2.875 2.148
N 0.783 -1.424 2.324
C 0.461 -0.980 3.700
C 0.113 0.539 3.672
H 2.435 -2.499 0.743
H 2.247 -4.161 1.026
H 1.735 -3.565 -1.181
H 0.192 -4.333 -0.418
H -0.643 -2.192 0.058
H 0.751 -1.437 -0.851
H -1.608 -2.284 -1.645
H -0.209 -3.299 1.821
H 1.150 -3.415 2.998
H 0.114 -0.903 1.753
H -0.187 -1.606 4.316
H 1.449 -0.904 4.178
H 0.784 1.037 4.368
H -0.924 0.759 3.941
H 0.211 0.948 2.670
H -1.840 0.501 0.985
H -1.171 0.445 -0.351
O -1.105 0.051 0.553
H -0.498 -1.192 -2.951
H 0.047 -0.796 -4.222
O -0.659 -0.502 -3.631
H 1.768 4.282 0.355
H 3.964 1.142 2.000
O 1.952 3.927 1.225
H -1.699 2.802 0.966
H -0.302 3.379 1.061
O -0.962 3.091 0.414
H 2.529 0.915 -2.567
H 2.892 2.028 -3.391
O 2.444 1.178 -3.493
H -1.062 2.291 -1.848
H -2.314 2.134 -1.226
O -1.640 1.544 -1.597
H -4.153 1.230 1.196
H -4.399 2.435 0.262
O -3.836 2.107 0.970
H -3.678 -1.393 0.241
H -2.125 -1.414 0.357
O -2.913 -1.949 0.130
H 2.820 3.524 1.256
H -0.684 1.635 -3.713
O -0.013 2.321 -3.828
H 1.017 1.842 -0.020
H 0.758 1.750 -3.635
O 1.739 2.040 -0.616
H -2.716 -0.589 -3.959
H -2.652 0.536 -2.940
O -3.238 -0.154 -3.286
H 3.571 0.108 0.964
H 2.620 1.945 -0.250
O 3.918 1.001 1.056
*
```

Results
ΔE to the lowest compared entry with this formula, charge and spin (kJ/mol): 394.2
HOMO energy (eV): -8.918
Total energy (Eh): -1284.8210

***

This record from the OMol25 dataset describes a 14-piece molecular cluster, C6H39NO13 overall in a non-equilibrium geometry. The level of theory is ωB97M-V/def2-TZVPD.

ORCA input file:
```
! RIJCOSX wB97M-V def2-TZVPD def2/J DEFGRID3
* xyz 0 1
C -0.893 0.469 2.114
C -0.547 0.609 0.619
C 0.220 -0.552 -0.077
C 1.690 -0.389 -0.396
C 2.719 -0.779 0.338
C 1.995 0.061 -1.776
N -1.897 0.768 -0.033
H -0.506 -0.445 2.555
H -0.730 1.399 2.679
H -1.977 0.405 2.128
H 0.048 1.459 0.265
H 0.143 -1.428 0.613
H -0.328 -0.907 -0.968
H 2.933 -1.146 1.333
H 3.748 -0.874 -0.110
H 1.327 -0.484 -2.480
H 2.996 -0.130 -2.165
H 1.739 1.104 -1.991
H -2.523 0.073 0.370
H -1.889 0.559 -1.024
H -1.748 3.365 0.005
H -0.713 4.333 -0.501
O -1.664 4.200 -0.462
H 1.638 1.047 2.379
H 3.089 1.815 2.556
O 2.138 1.874 2.358
H 2.051 2.135 0.200
H 1.179 3.379 0.118
O 1.707 2.783 -0.434
H 1.497 -1.143 4.163
H 1.143 -1.885 2.853
O 1.683 -1.131 3.216
H -2.066 1.414 -3.196
H -0.825 2.345 -2.869
O -1.116 1.522 -3.329
H 0.691 3.422 2.121
H -0.721 4.255 2.259
O -0.058 3.858 1.690
H -0.169 4.416 -2.555
H 0.793 3.369 -1.931
O 0.389 3.663 -2.779
H -3.638 -2.172 1.875
H -3.854 -2.302 0.436
O -4.092 -1.707 1.165
H 0.815 -3.898 1.898
H -0.489 -3.207 2.322
O 0.407 -3.389 2.639
H 0.241 -3.685 -2.983
H -0.204 -2.353 -2.620
O -0.129 -3.239 -2.204
H -1.936 -2.442 0.003
H -1.603 -3.915 -0.054
O -1.743 -3.199 0.572
H -1.994 -1.591 -4.058
H -1.181 -0.345 -3.389
O -1.756 -1.120 -3.259
H 2.002 -3.060 0.178
H 0.639 -3.433 -0.493
O 1.330 -3.754 0.114
*
```

Results
ΔE to the lowest compared entry with this formula, charge and spin (kJ/mol): 333.3
HOMO energy (eV): -9.031
Total energy (Eh): -1284.8441

***

This record from the OMol25 dataset describes C6H3CeO5 as an isolated structure in a non-equilibrium geometry. The level of theory is ωB97M-V/def2-TZVPD.

ORCA input file:
```
! RIJCOSX wB97M-V def2-TZVPD def2/J DEFGRID3
* xyz 3 3
C -0.540 -0.948 1.327
C -0.689 0.514 1.372
O -2.135 1.775 2.864
C -2.006 0.999 1.994
O 0.059 -1.485 0.381
H -0.961 -1.520 2.169
Ce 0.466 -3.949 -0.355
O 0.645 1.482 -1.833
C -0.536 2.140 -1.781
C 0.901 0.943 -0.598
O -1.063 2.694 -2.695
O -1.058 1.964 -0.553
C -0.143 1.257 0.212
H 1.932 0.697 -0.365
H 0.170 0.986 2.031
*
```

Results
HOMO energy (spin up / spin down) (eV): -19.250 / -19.252
Total energy (Eh): -1080.3654
Expectation value of S²: 2.001